# 1
DFT (ωB97M-V/def2-TZVPD) results for a single C4H9N2P molecule at a distorted geometry.

Results
Total charge ... 0

The geometry in XYZ format:
```
16
Properties=species:S:1:pos:R:3:forces:R:3:nbo_charge:R:1
C 0.12055 -0.62900 0.12074 -1.30 0.08 -3.20 -0.382
C 1.30679 -0.34750 0.98702 -0.59 -2.03 1.28 -0.491
C -0.71591 0.62083 -0.19796 0.36 0.84 0.36 -0.695
C 2.38454 0.12447 0.19674 1.04 1.79 -0.33 0.174
N 4.50575 0.69792 -0.51590 5.21 -1.12 -2.28 -0.555
N 3.42701 0.59561 -0.06022 -5.28 -1.59 1.95 0.031
P -2.52658 0.57709 -0.37028 -0.51 -2.11 -1.60 0.321
H 0.41018 -1.11163 -0.92257 -0.43 0.69 2.34 0.218
H -0.58369 -1.25416 0.60294 -0.34 -1.28 0.67 0.203
H 0.97780 0.33141 1.80014 0.60 -0.30 -0.28 0.242
H 1.60903 -1.35633 1.42748 -0.18 1.28 -0.13 0.239
H -0.56452 1.41656 0.51699 0.52 0.13 0.45 0.214
H -0.48703 1.07470 -1.12912 0.91 0.30 -1.03 0.224
H -2.85509 0.85021 0.88296 -0.63 -0.44 2.69 -0.051
H 4.92726 1.57358 -0.49936 0.51 2.03 0.11 0.339
H -2.71112 1.91274 -0.43761 0.09 1.72 -1.00 -0.032
```
Forces are in eV/Å.



# 2
DFT (ωB97M-V/def2-TZVPD) results for a gas-phase ion, C4H9N2S (charge +1) at a distorted geometry.

Results
Total charge ... +1

The geometry in XYZ format:
```
16
Properties=species:S:1:pos:R:3:forces:R:3:nbo_charge:R:1
C 1.03292 -1.25672 2.31399 -1.27 0.92 1.02 0.138
C -0.06014 -0.88026 0.13426 0.82 -1.30 0.12 0.439
C -0.20096 1.53838 0.15199 -1.03 -0.94 -3.44 -0.405
C -0.84895 0.17468 -1.84944 2.16 -3.64 -2.36 -0.417
N 0.31903 -0.86293 1.38151 -2.15 -0.61 -0.36 -0.418
N -0.34017 0.23671 -0.49877 1.11 -1.75 -0.09 -0.346
S -0.11458 -2.62165 -0.65859 -0.11 2.16 0.52 0.073
H 0.72217 -1.34519 3.35629 -0.47 -0.05 -0.26 0.212
H 2.02272 -1.32362 2.11828 3.45 -0.74 -0.36 0.181
H -1.15603 1.95124 0.06133 -1.35 1.15 0.40 0.226
H 0.20080 1.53584 1.05799 0.88 -0.81 4.33 0.227
H 0.51046 2.14152 -0.31887 0.90 0.91 -1.68 0.232
H -0.09858 0.30516 -2.74503 -0.90 -0.07 2.13 0.235
H -1.35273 -0.85019 -2.06344 0.69 1.94 0.61 0.245
H -1.50594 0.92835 -1.88445 -2.78 2.65 -0.71 0.213
H -0.58468 -3.22665 0.44245 0.06 0.18 0.12 0.165
```
Forces are in eV/Å.



Respective LUMO level values: 0.74, -4.75 eV.
Respective E_HOMO values: -8.11, -14.11 eV.
Respective Kohn-Sham gap values: 8.85, 9.36 eV.